--- a ---
{
  "formula": "C18H16Cl3N2O10P2RuS2",
  "method": "ωB97M-V/def2-TZVPD",
  "symbols": ["Ru", "C", "C", "N", "N", "C", "S", "S", "C", "C", "C", "C", "C", "C", "C", "C", "C", "C", "C", "C", "C", "O", "H", "H", "H", "H", "H", "H", "H", "H", "H", "H", "H", "H", "H", "H", "O", "P", "O", "O", "O", "P", "O", "O", "O", "H", "H", "Cl", "C", "Cl", "Cl", "C", "O", "O"],
  "positions_angstrom": [[-0.323, 1.559, -0.947], [1.786, -1.968, 1.275], [1.556, -0.533, 0.863], [1.004, -0.273, -0.280], [0.718, -1.328, -1.098], [0.533, -1.017, -2.329], [0.779, 0.545, -3.024], [0.096, -2.368, -3.407], [-1.379, -3.065, -2.545], [-1.051, -4.115, -1.518], [-1.297, -3.883, -0.167], [-1.014, -4.864, 0.774], [-0.485, -6.084, 0.381], [-0.231, -6.319, -0.964], [-0.514, -5.341, -1.905], [2.065, 0.544, 1.680], [2.714, 0.256, 2.893], [3.337, 1.222, 3.648], [3.312, 2.550, 3.200], [2.679, 2.878, 2.032], [2.033, 1.902, 1.212], [1.510, 2.283, 0.111], [1.235, -2.624, 0.609], [1.455, -2.128, 2.301], [2.849, -2.210, 1.204], [-1.964, -3.494, -3.359], [-1.913, -2.223, -2.109], [-1.709, -2.931, 0.137], [-1.207, -4.665, 1.821], [-0.279, -6.855, 1.115], [0.188, -7.269, -1.278], [-0.308, -5.515, -2.955], [2.731, -0.767, 3.245], [3.842, 0.959, 4.569], [3.795, 3.326, 3.786], [2.631, 3.901, 1.681], [-1.413, 1.401, 1.429], [-2.643, 0.950, 0.444], [-3.834, 0.534, 1.194], [-1.964, -0.029, -0.501], [-2.839, 2.363, -0.346], [-3.075, 2.373, -1.988], [-2.891, 3.953, -2.259], [-4.432, 1.934, -2.332], [-1.850, 1.679, -2.570], [-1.359, 2.374, 1.507], [-1.930, 4.108, -2.330], [0.281, 6.644, -2.053], [-0.051, 6.029, -0.428], [1.332, 6.394, 0.618], [-1.487, 6.844, 0.212], [-0.288, 4.454, -0.410], [-0.097, 3.888, -1.519], [-0.634, 4.020, 0.681]],
  "gap_ev": [6.6, 6.8],
  "multiplicity": 2,
  "charge": -2
}


--- b ---
{
  "formula": "C18H16Cl3N2O10P2RuS2",
  "method": "ωB97M-V/def2-TZVPD",
  "symbols": ["Ru", "C", "C", "N", "N", "C", "S", "S", "C", "C", "C", "C", "C", "C", "C", "C", "C", "C", "C", "C", "C", "O", "H", "H", "H", "H", "H", "H", "H", "H", "H", "H", "H", "H", "H", "H", "O", "P", "O", "O", "O", "P", "O", "O", "O", "H", "H", "Cl", "C", "Cl", "Cl", "C", "O", "O"],
  "positions_angstrom": [[-0.207, -0.251, -0.435], [-0.163, 3.036, -1.007], [0.397, 2.347, 0.187], [-0.333, 1.524, 0.879], [0.013, 1.344, 2.216], [0.021, 0.158, 2.654], [-0.185, -1.285, 1.735], [0.353, -0.006, 4.418], [2.152, 0.349, 4.372], [2.977, -0.907, 4.294], [3.218, -1.514, 3.062], [3.929, -2.704, 2.998], [4.409, -3.303, 4.158], [4.182, -2.697, 5.388], [3.469, -1.506, 5.452], [1.792, 2.566, 0.570], [2.350, 3.828, 0.756], [3.656, 3.980, 1.189], [4.430, 2.831, 1.388], [3.914, 1.572, 1.159], [2.566, 1.384, 0.751], [2.090, 0.200, 0.533], [-1.238, 2.916, -1.049], [0.274, 2.618, -1.917], [0.107, 4.095, -0.958], [2.359, 0.904, 5.287], [2.301, 0.995, 3.508], [2.831, -1.058, 2.153], [4.103, -3.168, 2.034], [4.949, -4.241, 4.106], [4.558, -3.152, 6.298], [3.281, -1.037, 6.414], [1.722, 4.702, 0.615], [4.064, 4.965, 1.379], [5.454, 2.929, 1.735], [4.524, 0.686, 1.302], [-0.040, -3.964, -0.038], [-0.583, -3.005, -1.237], [-0.971, -3.843, -2.379], [-1.531, -2.035, -0.556], [0.822, -2.174, -1.447], [1.644, -1.121, -2.431], [3.024, -1.157, -1.626], [1.817, -1.643, -3.786], [1.011, 0.258, -2.140], [0.411, -4.705, -0.461], [2.873, -0.693, -0.763], [-3.140, 0.645, -5.127], [-3.059, 1.141, -3.436], [-2.612, 2.874, -3.369], [-4.678, 0.944, -2.691], [-2.017, 0.260, -2.613], [-1.543, -0.685, -3.182], [-1.872, 0.729, -1.414]],
  "gap_ev": [6.8, 6.8],
  "multiplicity": 2,
  "charge": -2
}


Least stable structure: a


--- a ---
{
  "formula": "C11H12O2",
  "method": "ωB97M-V/def2-TZVPD",
  "symbols": ["O", "C", "C", "C", "O", "C", "C", "C", "C", "C", "C", "C", "C", "H", "H", "H", "H", "H", "H", "H", "H", "H", "H", "H", "H"],
  "positions_angstrom": [[2.279, -0.046, 0.775], [1.253, -0.163, 1.759], [0.615, 1.177, 2.172], [-0.685, 1.409, 2.158], [-1.556, 0.426, 1.645], [-0.977, -0.588, 0.824], [-0.732, -0.337, -0.583], [0.029, -1.177, -1.434], [0.469, -0.917, -2.706], [0.100, 0.304, -3.176], [-0.714, 1.163, -2.430], [-1.267, 0.833, -1.209], [0.110, -1.175, 1.597], [1.814, 0.261, 0.001], [1.879, -0.405, 2.608], [1.436, 1.799, 2.682], [-1.294, 2.190, 2.385], [-1.687, -1.435, 0.919], [0.504, -2.089, -0.910], [1.114, -1.721, -3.159], [0.318, 0.340, -4.184], [-1.072, 2.123, -2.828], [-2.067, 1.546, -0.749], [0.495, -2.096, 1.211], [-0.364, -1.423, 2.636]],
  "smiles": "O[C@H]1C=CO[C@@H](c2ccccc2)C1",
  "gap_ev": 9.6,
  "charge": 0
}


--- b ---
{
  "formula": "C11H12O2",
  "method": "ωB97M-V/def2-TZVPD",
  "symbols": ["C", "C", "C", "C", "C", "C", "C", "C", "C", "C", "C", "H", "H", "H", "H", "H", "H", "H", "H", "H", "H", "H", "H", "O", "O"],
  "positions_angstrom": [[-1.333, 1.450, 1.088], [-0.626, 2.586, 1.593], [0.626, 2.969, 1.040], [1.157, 1.879, 0.093], [0.628, 0.637, -0.112], [1.150, -0.163, -1.258], [1.666, -1.638, -0.860], [0.485, -2.380, -0.038], [-0.767, -1.927, -0.684], [-1.431, -0.770, 0.190], [-0.788, 0.524, 0.401], [-3.133, 0.658, 1.113], [-1.139, 3.262, 2.375], [1.096, 3.822, 1.309], [1.945, 2.219, -0.653], [0.227, -0.178, -1.760], [2.016, 0.245, -1.926], [2.618, -1.246, -0.287], [1.948, -2.477, -1.535], [0.371, -2.324, 1.084], [0.593, -3.450, -0.042], [-0.294, -1.432, -1.928], [-1.657, -2.676, -0.902], [-2.675, 1.387, 1.402], [-2.681, -0.976, 0.298]],
  "gap_ev": 8.9,
  "charge": 0
}


Least stable structure: b


--- a ---
{
  "formula": "C6H14N2",
  "method": "ωB97M-V/def2-TZVPD",
  "symbols": ["C", "C", "C", "C", "C", "C", "N", "N", "H", "H", "H", "H", "H", "H", "H", "H", "H", "H", "H", "H", "H", "H"],
  "positions_angstrom": [[0.042, -2.999, 0.085], [0.613, -1.580, 0.045], [-0.427, -0.579, -0.421], [-0.107, 0.886, -0.266], [1.166, 1.296, -0.120], [-1.265, 3.040, -0.753], [-1.171, 1.713, -0.417], [0.965, -1.186, 1.485], [0.428, -3.628, 0.863], [-1.043, -2.985, 0.138], [0.339, -3.499, -0.826], [1.535, -1.500, -0.526], [-0.795, -0.754, -1.440], [-1.351, -0.821, 0.134], [2.023, 0.661, -0.273], [1.371, 2.339, 0.046], [-2.240, 3.463, -0.654], [-0.393, 3.603, -0.891], [-2.043, 1.281, -0.144], [0.171, -1.186, 2.113], [1.371, -0.244, 1.514], [1.687, -1.836, 1.780]],
  "gap_ev": [6.7, 9.4],
  "multiplicity": 2,
  "charge": 1
}


--- b ---
{
  "formula": "C6H14N2",
  "method": "ωB97M-V/def2-TZVPD",
  "symbols": ["C", "C", "C", "N", "C", "C", "C", "N", "H", "H", "H", "H", "H", "H", "H", "H", "H", "H", "H", "H", "H", "H"],
  "positions_angstrom": [[2.272, -1.363, 0.488], [1.709, 0.059, 0.549], [0.473, 0.201, -0.379], [-2.000, 1.718, -1.149], [-1.963, 0.863, -0.060], [-0.801, 0.216, 0.343], [-3.214, 0.587, 0.723], [3.114, -1.558, -0.705], [1.443, -2.086, 0.548], [2.895, -1.596, 1.354], [1.465, 0.280, 1.592], [2.478, 0.796, 0.321], [0.379, -0.622, -1.098], [0.715, 1.111, -0.936], [-1.905, 1.334, -2.086], [-1.512, 2.607, -1.161], [-1.017, -0.505, 1.130], [-3.369, -0.482, 0.852], [-2.932, 1.018, 1.707], [-4.024, 1.201, 0.345], [2.579, -1.228, -1.507], [3.214, -2.551, -0.872]],
  "gap_ev": [8.2, 4.6],
  "multiplicity": 2,
  "charge": 1
}


Least stable structure: b


--- a ---
{
  "formula": "C3H8NO2",
  "method": "ωB97M-V/def2-TZVPD",
  "symbols": ["C", "C", "C", "N", "O", "O", "H", "H", "H", "H", "H", "H", "H", "H"],
  "positions_angstrom": [[1.581, -0.658, 0.347], [0.880, 0.608, 0.092], [-1.584, 0.638, -0.262], [-1.583, -0.753, -0.468], [2.217, 0.407, -0.493], [-2.138, 1.155, 0.802], [2.308, -1.071, 1.130], [1.431, -1.433, -0.318], [0.963, 1.401, 0.920], [-1.440, 1.349, -1.029], [-1.335, -1.163, 0.449], [2.118, 0.353, -1.448], [-1.224, -1.251, -1.197], [-2.194, 0.417, 1.474]],
  "gap_ev": 8.9,
  "charge": 1
}


--- b ---
{
  "formula": "C3H8NO2",
  "method": "ωB97M-V/def2-TZVPD",
  "symbols": ["C", "C", "C", "N", "O", "O", "H", "H", "H", "H", "H", "H", "H", "H"],
  "positions_angstrom": [[1.645, 0.390, -1.363], [0.854, 0.259, -0.258], [-0.560, -0.124, -0.375], [-1.207, -0.293, 0.862], [1.611, 0.109, 0.909], [0.872, 0.360, 2.106], [2.615, 0.678, -1.203], [1.258, 0.482, -2.409], [-0.363, -1.056, -0.935], [-1.280, 0.413, -1.006], [-1.981, 0.389, 1.121], [-0.438, -0.230, 1.703], [-1.696, -1.252, 1.010], [1.472, 0.914, 2.651]],
  "smiles": "C=C(C[NH3+])OO",
  "gap_ev": 9.6,
  "charge": 1
}


--- c ---
{
  "formula": "C3H8NO2",
  "method": "ωB97M-V/def2-TZVPD",
  "symbols": ["C", "C", "C", "N", "O", "O", "H", "H", "H", "H", "H", "H", "H", "H"],
  "positions_angstrom": [[-3.122, -0.149, -0.339], [2.500, 0.793, 0.344], [1.369, -1.339, 0.172], [-1.770, 0.027, 0.050], [-0.921, -0.805, -0.337], [2.052, -0.459, -0.434], [-3.317, 1.028, -0.717], [-3.625, -0.017, 0.589], [-3.330, -0.981, -0.921], [3.296, 1.387, -0.175], [2.990, 0.520, 1.369], [1.461, 1.221, 0.594], [1.096, -1.345, 1.245], [1.264, -2.229, -0.530]],
  "gap_ev": 8.3,
  "charge": 1
}


--- d ---
{
  "formula": "C3H8NO2",
  "method": "ωB97M-V/def2-TZVPD",
  "symbols": ["C", "C", "C", "N", "O", "O", "H", "H", "H", "H", "H", "H", "H", "H"],
  "positions_angstrom": [[2.715, 3.009, -0.825], [1.399, 1.779, -0.157], [-1.174, -0.367, 0.236], [-0.635, -1.740, -0.026], [2.385, 1.676, -1.093], [1.673, 3.060, 0.166], [3.688, 3.358, -0.597], [2.343, 3.547, -1.776], [-0.156, -1.816, -0.959], [-1.766, 0.069, -0.601], [-1.629, -0.355, 1.163], [-0.285, 0.296, 0.235], [-1.311, -2.452, -0.033], [0.049, -1.998, 0.788]],
  "gap_ev": 9.9,
  "charge": 1
}


Least stable structure: c


--- a ---
{
  "formula": "CH4O5",
  "method": "ωB97M-V/def2-TZVPD",
  "symbols": ["O", "O", "O", "O", "H", "H", "C", "O", "H", "H"],
  "positions_angstrom": [[-0.178, -0.064, 1.779], [-0.140, -0.957, 0.728], [0.899, -0.463, -0.445], [2.252, -0.777, -0.364], [0.613, -0.253, 2.314], [2.351, -1.603, -0.867], [-1.481, 0.988, -0.775], [-2.329, 1.213, -1.581], [-1.546, 1.314, 0.280], [-0.442, 0.602, -1.068]],
  "smiles": "OOOO.C=O",
  "gap_ev": 8.6,
  "charge": 0
}


--- b ---
{
  "formula": "CH4O5",
  "method": "ωB97M-V/def2-TZVPD",
  "symbols": ["O", "C", "O", "H", "H", "O", "O", "O", "H", "H"],
  "positions_angstrom": [[-0.706, -1.005, 0.842], [0.382, -1.191, 0.347], [0.797, -2.341, -0.143], [1.002, -0.352, -0.020], [0.144, -3.042, 0.031], [0.427, 1.210, -1.214], [0.830, 2.189, -0.412], [-1.158, 1.499, -0.172], [-0.627, 2.290, 0.271], [-1.091, 0.743, 0.470]],
  "smiles": "O=CO.O=O.O",
  "gap_ev": [8.6, 8.6],
  "charge": 0
}


Least stable structure: a


--- a ---
{
  "formula": "CH8NS",
  "method": "ωB97M-V/def2-TZVPD",
  "symbols": ["N", "H", "H", "H", "H", "C", "S", "H", "H", "H", "H"],
  "positions_angstrom": [[0.962, -1.556, -1.356], [0.074, -1.786, -1.808], [1.027, -2.059, -0.470], [1.769, -1.777, -1.941], [0.955, -0.537, -1.126], [-1.150, -0.127, 1.076], [0.050, 1.030, 0.311], [-1.965, 0.441, 1.483], [-1.538, -0.839, 0.360], [-0.632, -0.612, 1.899], [-0.821, 1.666, -0.482]],
  "gap_ev": 9.7,
  "charge": 1
}


--- b ---
{
  "formula": "CH8NS",
  "method": "ωB97M-V/def2-TZVPD",
  "symbols": ["N", "H", "H", "H", "H", "C", "S", "H", "H", "H", "H"],
  "positions_angstrom": [[-0.081, 1.568, 1.543], [0.071, 2.312, 2.230], [-0.919, 1.680, 0.976], [0.767, 1.507, 0.972], [-0.091, 0.667, 2.031], [0.520, -1.402, -1.407], [-0.733, -0.605, -0.368], [0.924, -2.307, -0.977], [0.079, -1.608, -2.382], [1.294, -0.690, -1.690], [-1.830, -1.122, -0.928]],
  "gap_ev": 9.3,
  "charge": 1
}


Least stable structure: b